Entry 1:
175
Properties=species:S:1:pos:R:3 method="wB97M-V/def2-TZVPD" lumo_energy_ev=-3.22 charge=+1 total_energy_ev=-195078.574
N 5.95638 -1.16673 1.48969
C 5.54234 -1.16826 2.94444
C 4.32709 -2.20688 3.31996
O 3.89823 -3.07952 2.20387
C 3.04233 -1.46793 4.09420
C 2.55867 -0.07744 3.37468
C 2.37975 1.29008 4.32118
B 3.54952 1.63995 5.42252
O 3.32794 2.84494 6.29535
O 4.78203 0.86346 5.67619
N 0.97436 1.63327 4.78387
C 0.08691 0.71555 3.91805
C -1.43081 1.21151 3.54772
C -1.52474 2.36325 2.38511
C -2.50724 1.76752 1.16966
C -2.22379 2.53331 -0.25211
C -2.17296 1.51736 -1.56667
C -0.58933 1.19387 -1.96296
C -0.37743 0.73648 -3.52303
C 1.16017 0.21038 -3.86851
C 2.33502 1.27266 -3.42546
C 3.87584 0.63447 -3.55048
C 4.62334 0.66126 -2.06522
C 5.75195 1.85772 -1.92551
N 5.26206 2.99930 -1.01877
C 5.43507 4.47352 -1.38450
C 4.73730 5.35607 -0.16066
C 4.12396 4.36608 0.99311
C 4.54348 2.92790 0.32722
C 0.98438 -0.10107 2.80960
C 1.11744 0.48741 1.28300
C 1.87566 -0.56753 0.27384
C 1.03201 -1.97301 0.26592
S 1.27854 -2.95980 -1.32934
H 6.71009 -0.41786 1.42972
H 5.16934 -0.75351 0.90447
H 5.34401 -0.04869 3.24574
H 6.50879 -1.49501 3.56447
H 4.77442 -2.94651 4.14381
H 3.71733 -2.55815 1.36814
H 3.38250 -1.35756 5.21291
H 2.14807 -2.23139 4.06965
H 3.25465 0.36972 2.51417
H 2.56314 2.14361 3.50677
H 3.87904 3.61802 5.96945
H 5.60626 1.35467 5.38746
H 0.68554 2.64937 4.80231
H 0.85467 1.25283 5.77038
H -0.13733 -0.14779 4.71162
H -1.86850 1.70709 4.54163
H -2.17072 0.35040 3.26399
H -0.46984 2.68689 1.93739
H -2.03310 3.36877 2.74052
H -2.18304 0.62322 1.06626
H -3.60918 1.82631 1.55822
H -2.98764 3.41522 -0.42983
H -1.14823 3.04725 -0.19381
H -2.61146 0.47263 -1.19542
H -2.77620 1.93251 -2.48776
H 0.03608 2.17406 -1.80240
H -0.27021 0.29251 -1.28777
H -1.14085 -0.15964 -3.72093
H -0.71892 1.60640 -4.25671
H 1.18483 0.01049 -5.04461
H 1.28307 -0.84533 -3.35305
H 2.31434 2.15808 -4.21183
H 2.13867 1.75242 -2.37209
H 4.52273 1.18751 -4.35548
H 3.70160 -0.51669 -3.79680
H 3.76524 0.77753 -1.27800
H 5.18147 -0.35168 -1.81303
H 6.77811 1.47191 -1.47509
H 6.03077 2.30808 -2.99355
H 5.95873 4.91484 -2.33794
H 4.66288 6.51987 -0.05653
H 3.54470 4.56586 1.98998
H 4.36026 1.82165 0.71391
H 0.58659 -1.20888 2.92436
H 1.58526 1.57475 1.27197
H 0.00333 0.58725 0.87056
H 3.00693 -0.66459 0.55655
H 1.81988 -0.12247 -0.81210
H -0.12216 -1.66786 0.26725
H 1.20294 -2.59546 1.24403
H -0.03338 -3.41640 -1.64691
C 5.09265 -2.34683 -8.85504
C 4.03089 -2.64200 -9.92638
C 2.99790 -1.54001 -10.12561
F 2.27297 -1.30472 -9.01030
F 2.10465 -1.89046 -11.09002
F 3.43741 -3.83378 -9.64929
F 4.69423 -2.82624 -11.11074
O 4.86046 -2.92033 -7.56629
C 4.01409 -2.16198 -6.70335
C 2.71901 -2.89914 -6.34452
F 1.98868 -3.19517 -7.45132
F 1.92203 -2.13427 -5.55114
F 3.79447 -0.94229 -7.25022
F 4.74278 -1.93867 -5.57537
H 6.01947 -2.82319 -9.19833
H 5.34205 -1.28090 -8.79262
H 3.47015 -0.60521 -10.43920
H 2.93084 -3.83445 -5.82107
C 1.21140 7.10303 -0.75239
C -0.09915 6.30529 -0.66121
C -0.65771 5.83536 -1.99849
F -0.96322 6.86339 -2.81984
F -1.81319 5.14067 -1.81664
F -1.01628 7.03237 0.03130
F 0.15438 5.20094 0.10874
O 1.08388 8.52639 -0.71406
C 0.80802 9.14928 -1.96786
C -0.54903 9.86150 -1.99079
F -1.57058 8.99969 -1.74636
F -0.79413 10.41254 -3.20977
F 0.94376 8.23740 -2.96033
F 1.80562 10.05618 -2.15632
H 1.78511 6.86003 0.15070
H 1.85049 6.76887 -1.57834
H 0.04556 5.17458 -2.51228
H -0.59021 10.65384 -1.23966
C 0.67573 -8.09454 -0.40490
C 0.10183 -7.46056 -1.68200
C -0.77396 -6.23540 -1.45149
F -1.86871 -6.51572 -0.71140
F -1.23300 -5.74612 -2.63500
F -0.55591 -8.41309 -2.39571
F 1.16613 -7.08600 -2.45896
O -0.03199 -9.22636 0.10678
C -1.14126 -8.92283 0.95146
C -2.47744 -9.39803 0.36992
F -2.73142 -8.82344 -0.83480
F -3.51452 -9.06139 1.18281
F -1.13225 -7.60033 1.24447
F -0.89709 -9.56623 2.12602
H 1.66204 -8.49304 -0.67349
H 0.88555 -7.35293 0.37503
H -0.21512 -5.43482 -0.95959
H -2.48392 -10.48205 0.23375
C -6.93807 -8.36203 0.79758
C -7.00887 -6.97969 1.46569
C -7.62786 -6.97169 2.85779
F -8.91117 -7.39348 2.85416
F -7.64622 -5.70979 3.36580
F -7.64837 -6.11473 0.63369
F -5.72424 -6.51446 1.56565
O -7.98202 -8.66469 -0.13100
C -9.17985 -9.18470 0.44423
C -10.38887 -8.26782 0.22748
F -10.19028 -7.04017 0.77472
F -11.50333 -8.77644 0.81818
F -8.96139 -9.47242 1.74977
F -9.39471 -10.38051 -0.16981
H -6.02630 -8.36448 0.18731
H -6.78294 -9.17127 1.52101
H -7.05664 -7.59620 3.54981
H -10.59413 -8.13248 -0.83706
C -4.08761 8.00376 5.13340
C -2.76022 7.23134 5.07312
C -2.76428 6.02149 4.14716
F -3.66377 5.08667 4.52376
F -1.55132 5.40554 4.15971
F -2.38612 6.88883 6.33489
F -1.80460 8.10689 4.62939
O -4.94238 7.69782 6.23769
C -5.79576 6.56880 6.05555
C -5.49998 5.43571 7.04449
F -4.22307 4.98727 6.92424
F -6.30667 4.36415 6.81945
F -5.74075 6.16998 4.76216
F -7.06217 7.02879 6.24993
H -3.82529 9.05888 5.28065
H -4.62672 7.98855 4.17871
H -2.97427 6.31262 3.11452
H -5.64495 5.76585 8.07583

***

Entry 2:
38
Properties=species:S:1:pos:R:3 method="wB97M-V/def2-TZVPD" lumo_energy_ev=-3.76 charge=+1 total_energy_ev=-36310.502
Au -0.67539 -1.39880 1.87195
O -1.01608 -0.21367 5.86395
C -0.88154 -0.31191 4.56461
O -0.78343 -1.41401 4.02574
C -0.81106 0.95033 3.81868
C -0.82923 2.23319 4.36699
C -0.66989 3.31537 3.52469
C -0.44232 3.10847 2.16500
C -0.40266 1.80396 1.70608
N -0.63841 0.77715 2.51103
C -0.06783 1.38907 0.29095
O -0.51687 1.84170 -0.71692
O 0.82450 0.36148 0.34742
H -1.04299 -1.10106 6.25300
H -0.95088 2.35151 5.43545
H -0.69468 4.32379 3.91312
H -0.27406 3.93675 1.49009
C -1.85850 -0.72983 -5.06196
O -0.53725 -0.33284 -4.68473
C -0.14560 -0.48218 -3.44428
C 1.13259 0.14448 -3.16055
C 1.63365 0.17200 -1.93016
C 0.95920 -0.51522 -0.79184
C 1.75536 -1.76182 -0.25945
C 2.81104 -2.33066 -1.14912
O 1.46724 -2.24107 0.80772
C -0.42828 -1.11764 -1.13216
O -1.11894 -1.58091 -0.20729
C -0.86610 -1.12130 -2.46534
H -2.02837 -0.29429 -6.04043
H -2.59263 -0.33949 -4.35689
H -1.93583 -1.81551 -5.11914
H 1.63480 0.62963 -3.98755
H 2.55118 0.69926 -1.69957
H 3.72586 -1.74632 -1.01358
H 2.52780 -2.26222 -2.19832
H 3.01554 -3.36064 -0.86889
H -1.82996 -1.56676 -2.66830

***

Entry 3:
16
Properties=species:S:1:pos:R:3 method="wB97M-V/def2-TZVPD" lumo_energy_ev=0.72 e_above_lowest_kcal_mol=44.0 charge=0 total_energy_ev=-8867.304
C -1.66525 0.50297 1.24866
C -1.46223 -0.04074 -0.16764
N -0.69793 0.83881 -1.04727
C 0.56577 0.83801 -1.08005
C 1.57907 0.10601 -0.21558
C 1.75612 -1.37982 -0.44902
O 0.94730 -2.11079 -0.96463
H -1.85815 1.57959 1.23684
H -2.53073 0.01123 1.70625
H -0.80334 0.31431 1.89750
H -1.02028 -1.04257 -0.13355
H -2.44547 -0.13745 -0.63839
H 1.01894 1.49853 -1.82629
H 1.33241 0.22416 0.84992
H 2.56128 0.57831 -0.34377
H 2.72247 -1.78058 -0.07300

***

What did the second record say?
38
Properties=species:S:1:pos:R:3 method="wB97M-V/def2-TZVPD" lumo_energy_ev=-3.76 charge=+1 total_energy_ev=-36310.502
Au -0.67539 -1.39880 1.87195
O -1.01608 -0.21367 5.86395
C -0.88154 -0.31191 4.56461
O -0.78343 -1.41401 4.02574
C -0.81106 0.95033 3.81868
C -0.82923 2.23319 4.36699
C -0.66989 3.31537 3.52469
C -0.44232 3.10847 2.16500
C -0.40266 1.80396 1.70608
N -0.63841 0.77715 2.51103
C -0.06783 1.38907 0.29095
O -0.51687 1.84170 -0.71692
O 0.82450 0.36148 0.34742
H -1.04299 -1.10106 6.25300
H -0.95088 2.35151 5.43545
H -0.69468 4.32379 3.91312
H -0.27406 3.93675 1.49009
C -1.85850 -0.72983 -5.06196
O -0.53725 -0.33284 -4.68473
C -0.14560 -0.48218 -3.44428
C 1.13259 0.14448 -3.16055
C 1.63365 0.17200 -1.93016
C 0.95920 -0.51522 -0.79184
C 1.75536 -1.76182 -0.25945
C 2.81104 -2.33066 -1.14912
O 1.46724 -2.24107 0.80772
C -0.42828 -1.11764 -1.13216
O -1.11894 -1.58091 -0.20729
C -0.86610 -1.12130 -2.46534
H -2.02837 -0.29429 -6.04043
H -2.59263 -0.33949 -4.35689
H -1.93583 -1.81551 -5.11914
H 1.63480 0.62963 -3.98755
H 2.55118 0.69926 -1.69957
H 3.72586 -1.74632 -1.01358
H 2.52780 -2.26222 -2.19832
H 3.01554 -3.36064 -0.86889
H -1.82996 -1.56676 -2.66830